DFT (the ωB97M-V functional and the def2-TZVPD basis) results for a 2-piece molecular cluster, C3H10N2O overall at a distorted geometry.

Properties
LUMO ... 0.231 eV
Relative energy (zero: lowest compared OMol25 entry of this formula, charge and spin) ... 3.023 eV
Frontier orbital gap ... 9.30 eV
Net charge ... 0
Max |F| ... 0.0439 hartree/bohr

XYZ file:
```
16
C3H10N2O (the ωB97M-V functional and the def2-TZVPD basis)
C 0.579 0.439 -1.928
N 0.446 1.079 -0.838
C 0.370 2.517 -0.796
H 0.027 0.755 -2.842
H 1.446 -0.222 -1.998
H 1.403 2.901 -0.610
H 0.083 3.031 -1.732
H -0.247 2.851 0.046
N 0.313 -2.244 1.784
C -0.979 -1.892 1.196
O -1.181 -0.521 1.037
H 0.951 -1.542 1.432
H 0.282 -2.326 2.788
H -1.800 -2.232 1.844
H -1.007 -2.501 0.287
H -0.686 -0.092 0.330
```

Electronic structure analysis, natural (NBO) charges in units of e:
1 C -0.012
2 N -0.468
3 C -0.434
4 H 0.137
5 H 0.187
6 H 0.216
7 H 0.174
8 H 0.214
9 N -0.868
10 C 0.089
11 O -0.750
12 H 0.361
13 H 0.362
14 H 0.162
15 H 0.142
16 H 0.489